Below is 3 unconnected molecules or ions with the total composition C3H12N2O2, with properties calculated with ωB97M-V/def2-TZVPD.

Last column: Mulliken spin population.
Element x y z (Å)
1 C 0.44 0.12 -1.84  0.029
2 C 0.00 0.50 -0.45  -0.026
3 N 0.17 -0.76 0.37  0.512
4 C 1.52 -1.02 0.55  -0.124
5 N 2.12 -2.09 1.06  0.619
6 H -0.19 -0.84 -1.86  0.003
7 H 1.38 -0.49 -1.94  0.002
8 H 0.27 0.79 -2.70  0.005
9 H 0.35 1.34 0.08  0.007
10 H -1.17 0.74 -0.39  0.003
11 H -0.31 -1.59 0.21  -0.024
12 H 2.02 -0.02 0.47  0.002
13 H 3.11 -2.01 1.18  -0.012
14 H -0.35 1.52 2.01  0.001
15 H 0.69 2.08 3.29  0.000
16 O 0.21 2.19 2.43  0.001
17 H -3.27 0.65 -0.65  0.000
18 H -3.85 -0.74 -1.27  0.000
19 O -3.12 -0.38 -0.55  0.000

Values from the calculation:
Spin multiplicity = 2
LUMO energy (alpha / beta) = -4.2 / -8.5 eV
Gap between HOMO and LUMO (alpha / beta) = 10.732 / 6.390 eV
E_HOMO (alpha / beta) = -14.94 / -14.94 eV
Energy relative to the best compared isomer or geometry (same formula, charge and spin) = 3.7385 eV
Net charge = +1